Record 1
Density functional theory data (wB97M-V/def2-TZVPD) for a structure of composition C13H25N4O2P2Tl.

```
47
C13H25N4O2P2Tl wB97M-V/def2-TZVPD
Tl -0.032 1.490 -0.617
P -0.752 -0.617 2.385
P 1.103 -0.490 -1.961
O -1.576 2.788 -4.868
O -3.339 -1.878 -4.516
N 1.831 1.953 1.181
N 4.072 5.607 2.718
N -0.555 -2.163 -0.068
N 3.000 3.375 2.807
C 0.177 -1.930 -2.346
C 3.547 4.554 2.691
C 2.699 -1.044 -1.256
C -0.370 -0.057 4.033
C -2.222 0.219 1.779
C -1.929 -4.027 0.582
C -1.439 -3.701 -1.739
C -1.159 -2.885 0.873
C -0.614 -2.585 -1.382
C 2.402 2.702 1.899
C 1.483 0.246 -3.584
C -2.087 -4.422 -0.750
C -1.062 -2.395 2.320
H 1.576 -0.573 -4.307
H -2.410 -4.551 1.409
H 3.252 -1.639 -2.001
H 0.678 0.924 -3.903
H -2.700 -5.286 -1.002
H 0.145 -2.321 -3.368
H 3.293 -0.165 -0.965
H -1.297 0.019 4.619
H 2.508 -1.667 -0.370
H 0.120 0.924 3.961
H 2.427 0.802 -3.545
H -2.003 1.261 1.511
H -2.979 0.213 2.577
H -1.744 2.836 0.133
H 0.321 -0.766 4.505
H -2.630 -0.286 0.896
H -3.917 -1.831 -3.738
H -3.906 -1.606 -5.236
H -2.297 3.149 -0.252
H -1.504 -3.965 -2.794
H -0.244 -2.892 2.867
H -2.002 -2.605 2.853
H -2.089 2.824 -5.672
H 0.365 -0.346 1.566
H -2.194 3.092 -4.190
```

- frontier orbital gap (eV) = 5.85
- DFT total energy (eV) = -47209.239
- energy above the lowest of the compared OMol25 structures with the same formula, charge and spin (kJ/mol) = 0.0
- lowest unoccupied orbital energy (Eh) = -0.0130


Record 2
Density functional theory data (wB97M-V/def2-TZVPD) for an isolated molecule of C5H10NO2.

```
18
C5H10NO2 wB97M-V/def2-TZVPD
O -2.303 1.974 2.067
O 2.133 -0.646 -2.499
N 1.842 -0.434 0.216
C -0.611 -0.780 0.278
C -1.927 1.264 1.196
C 0.912 -0.927 -1.972
C -0.945 0.126 1.479
C 0.559 -0.204 -0.477
H -2.084 1.540 0.133
H 1.921 -1.461 0.133
H 2.596 -0.127 -0.405
H 0.884 -2.013 -1.632
H -0.521 -1.862 0.675
H -1.455 -0.842 -0.465
H 0.269 0.779 -0.919
H 0.100 0.450 1.736
H -1.358 -0.434 2.353
H 0.184 -0.482 -2.681
```

- frontier orbital gap (alpha / beta) (eV) = 10.42 / 7.83
- DFT total energy (eV) = -10928.352
- energy above the lowest of the compared OMol25 structures with the same formula, charge and spin (kJ/mol) = 225.5
- lowest unoccupied orbital energy (alpha / beta) (Eh) = 0.0293 / -0.0745
- multiplicity = 2
- ⟨S²⟩ = 0.76


Record 3
Density functional theory data (wB97M-V/def2-TZVPD) for a structure of composition C31H47IIrN11OPS.

```
94
C31H47IIrN11OPS wB97M-V/def2-TZVPD
Ir -0.213 -0.241 -2.060
I -1.653 -5.488 -0.809
S -2.248 1.115 -2.924
P -0.271 0.386 1.417
O 0.564 -2.541 -1.366
N -0.574 1.958 1.992
N 2.012 -0.379 -2.853
N -2.283 3.744 -3.040
N -1.532 -1.897 -3.066
N 0.376 -3.138 0.794
N -0.197 2.857 -2.847
N -1.390 -0.680 2.058
N 1.231 -0.097 1.981
N -0.340 0.309 -0.146
N -5.778 -3.918 -2.340
N 0.611 1.822 -2.779
C 0.422 -4.869 -0.895
C 4.117 -0.255 2.676
C 3.109 0.630 3.416
C 2.491 3.361 -2.790
C 4.747 -0.410 -3.255
C -0.066 4.240 2.742
C -1.587 -3.671 -4.656
C 1.730 -0.018 3.356
C -1.323 3.844 0.608
C -1.487 2.680 -2.931
C 2.696 0.783 -2.878
C 2.651 -1.521 -3.057
C 4.082 0.786 -3.062
C -3.431 -3.330 -3.186
C -1.387 -1.217 3.401
C -3.844 -0.913 3.587
C 0.466 -3.410 -0.508
C -2.841 -4.060 -4.218
C -1.738 2.617 1.417
C -2.506 -0.589 4.233
C 0.498 2.874 2.368
C -3.855 -0.402 2.150
C -4.729 -3.657 -2.714
C 2.293 -0.088 0.971
C -0.980 -2.571 -4.071
C -2.645 -0.940 1.376
C 3.469 -0.923 1.454
C -2.726 -2.266 -2.624
C 4.018 -1.590 -3.271
C -0.725 4.910 1.533
C 1.901 1.992 -2.785
H 4.636 1.708 -3.072
H -1.089 -4.208 -5.445
H -2.365 0.492 4.277
H 0.976 -5.513 -0.218
H -1.499 5.594 1.881
H -3.264 3.622 -3.238
H -2.591 -0.491 0.381
H 4.962 0.352 2.355
H -2.757 -2.025 1.264
H -3.838 0.688 2.155
H 1.873 -0.485 0.045
H -3.352 -4.900 -4.660
H 1.018 0.520 3.983
H -0.789 4.114 3.548
H -2.412 2.922 2.224
H -4.766 -0.726 1.647
H -4.009 -1.990 3.606
H 3.552 3.361 -2.575
H 0.329 -2.168 1.084
H 4.198 -1.019 0.647
H -0.421 -1.051 3.866
H 2.046 -2.415 -3.034
H 5.817 -0.423 -3.394
H 3.072 1.626 2.972
H 0.766 -5.001 -1.918
H -1.565 -2.298 3.336
H -2.467 -0.983 5.247
H 0.277 -3.859 1.487
H 1.033 2.462 3.224
H 1.825 -1.036 3.753
H 3.121 -1.925 1.707
H -0.590 3.524 -0.139
H 0.743 4.858 3.130
H -2.262 1.900 0.779
H 0.010 5.500 0.987
H 2.324 3.820 -3.763
H -1.870 4.655 -3.159
H 2.635 0.934 0.763
H 4.484 -1.021 3.357
H 1.978 3.982 -2.058
H 3.404 0.751 4.458
H -3.149 -1.707 -1.800
H -2.189 4.241 0.080
H 1.211 2.996 1.541
H 4.497 -2.540 -3.434
H -4.653 -0.449 4.150
H -0.023 -2.215 -4.427
```

- frontier orbital gap (alpha / beta) (eV) = 6.41 / 6.19
- charge = +2
- DFT total energy (eV) = -82397.471
- energy above the lowest of the compared OMol25 structures with the same formula, charge and spin (kJ/mol) = 461.4
- lowest unoccupied orbital energy (alpha / beta) (Eh) = -0.2562 / -0.2627
- multiplicity = 2
- ⟨S²⟩ = 1.23


Look up the DFT total energy of the first one. -47209.239 eV